(1)
# H58O29

A 29-piece molecular cluster, H58O29 overall (the ωB97M-V functional and the def2-TZVPD basis, the Open Molecules 2025 dataset).

## Properties
gap between HOMO and LUMO = 0.32872 hartree
total charge = 0
lowest unoccupied orbital energy = -1.128 eV
E = -60321.211 eV

Each line ends with the Mulliken charge.
CARTESIAN COORDINATES (ANGSTROEM)
O 2.93 1.27 2.05  -0.620
H 2.54 0.58 1.51  0.144
H 2.26 1.48 2.70  0.585
O -3.30 -3.05 0.04  -0.614
H -3.58 -2.86 -0.85  0.253
H -4.09 -3.33 0.50  0.252
O 4.62 1.51 -0.65  -0.609
H 4.18 1.66 0.19  0.323
H 5.55 1.52 -0.43  0.284
O -0.80 -0.71 -2.88  0.236
H -1.22 -1.54 -3.09  0.010
H -1.08 -0.52 -1.98  0.060
O 4.54 1.96 4.06  -0.663
H 4.15 2.04 4.93  0.295
H 3.80 1.98 3.46  0.459
O 2.46 2.71 -5.05  -0.632
H 3.25 2.99 -4.60  0.273
H 2.06 2.07 -4.46  0.438
O 1.48 2.44 3.84  -0.496
H 0.81 3.07 3.58  0.127
H 0.99 1.69 4.17  0.336
O -0.79 1.96 1.33  -0.134
H -0.51 2.84 1.59  0.091
H -1.38 2.09 0.60  0.162
O -1.16 -2.65 1.82  -0.757
H -0.66 -3.42 1.54  0.245
H -1.92 -2.64 1.24  0.259
O 0.46 0.26 5.33  -0.658
H 0.40 -0.55 4.83  0.428
H 0.16 0.02 6.21  0.279
O 0.57 -2.64 -0.83  -0.327
H 0.58 -1.79 -0.39  0.030
H 0.60 -3.28 -0.12  0.187
O -3.48 -2.72 -2.92  -0.729
H -3.88 -1.85 -3.01  0.527
H -2.73 -2.70 -3.51  0.167
O -1.78 2.77 5.64  -0.585
H -1.78 2.24 4.85  0.368
H -1.75 3.68 5.33  0.290
O -2.03 -0.47 -0.50  0.376
H -1.80 -1.18 0.09  -0.140
H -2.90 -0.19 -0.21  0.034
O -1.41 1.82 -3.78  -0.709
H -1.48 2.37 -3.00  0.392
H -1.16 0.96 -3.44  0.376
O -0.69 4.38 2.88  -0.571
H -1.14 5.15 2.53  0.234
H -0.19 4.72 3.63  0.244
O 0.33 -1.95 3.99  -0.657
H -0.14 -2.16 3.18  0.435
H 1.19 -2.37 3.89  0.294
O 2.78 -2.35 -2.35  -0.659
H 2.40 -2.17 -3.21  0.266
H 2.02 -2.54 -1.79  0.443
O -4.55 -0.15 0.42  -0.509
H -5.20 0.53 0.59  0.242
H -4.56 -0.70 1.21  0.250
O 0.60 -5.15 -2.09  -0.648
H 0.00 -5.70 -1.59  0.295
H 0.42 -4.26 -1.78  0.430
O 0.54 0.05 0.25  -0.348
H -0.14 0.22 -0.39  -0.039
H 0.38 0.68 0.95  0.244
O 1.79 0.77 -3.09  -0.551
H 2.43 0.77 -2.38  0.241
H 1.11 0.15 -2.81  0.191
O -4.52 -0.43 -3.27  -0.693
H -4.41 0.51 -3.42  0.326
H -4.65 -0.50 -2.32  0.265
O -2.66 1.32 3.33  -0.762
H -3.11 2.14 3.14  0.291
H -1.94 1.29 2.71  0.380
O -1.09 -3.17 -4.38  -0.684
H -0.24 -2.73 -4.30  0.295
H -0.89 -4.01 -4.80  0.286
O -1.70 3.31 -1.19  -0.620
H -1.10 4.06 -1.20  0.294
H -2.53 3.67 -0.90  0.285
O 3.96 3.78 1.64  -0.611
H 4.86 3.49 1.51  0.325
H 3.44 2.98 1.65  0.313
O 1.12 -1.69 -4.77  -0.669
H 1.24 -1.71 -5.72  0.247
H 0.44 -1.03 -4.63  0.267
O 4.30 -3.53 0.07  -0.644
H 3.89 -3.11 -0.68  0.371
H 4.51 -4.42 -0.24  0.301

=====

(2)
# C2H7N3O

One molecule with the formula C2H7N3O (the ωB97M-V functional and the def2-TZVPD basis, the Open Molecules 2025 dataset).

## Properties
gap between HOMO and LUMO = 0.32430 hartree
total charge = 0
SMILES = CN/N=C\NO
lowest unoccupied orbital energy = 0.288 eV
E = -8699.009 eV

Each line ends with the Mulliken charge.
CARTESIAN COORDINATES (ANGSTROEM)
C 0.04 -1.34 1.61  -0.789
N -0.81 -0.62 0.65  -0.350
N -0.69 0.84 0.76  -0.722
C 0.10 1.30 -0.10  0.110
N 0.58 0.87 -1.11  -0.113
O 0.55 -0.54 -1.95  -0.386
H 0.24 -0.94 2.62  0.363
H 1.08 -1.52 1.19  0.255
H -0.09 -2.53 1.90  0.289
H -1.75 -0.79 1.17  0.299
H 0.36 2.21 0.20  0.372
H 1.30 1.46 -1.33  0.241
H -0.01 -0.95 -1.25  0.430

=====

(3)
# C24H60MnNO22

C24H60MnNO22 as an isolated structure (the ωB97M-V functional and the def2-TZVPD basis, the Open Molecules 2025 dataset).

## Properties
gap between HOMO and LUMO (alpha / beta) = 0.20795 / 0.07197 hartree
total charge = +1
multiplicity = 6
lowest unoccupied orbital energy (alpha / beta) = -5.202 / -6.630 eV
⟨S²⟩ = 8.850
E = -103697.460 eV

Each line ends with the Mulliken charge.
CARTESIAN COORDINATES (ANGSTROEM)
Mn 4.59 3.11 0.90  0.435
N 4.62 -1.32 -2.26  -0.215
H 5.11 -1.19 -3.14  0.373
H 4.79 -2.25 -1.91  0.401
H 3.62 -1.21 -2.31  -0.140
H 4.89 -0.77 -1.45  0.382
C 2.23 0.54 -0.77  -0.109
C 1.93 1.08 0.47  -0.433
C 0.88 0.45 1.35  1.241
O 0.55 0.88 2.55  -0.734
C 0.17 -0.65 0.99  -1.707
C 0.52 -1.32 -0.24  0.558
C 1.64 -0.72 -1.22  0.159
O 1.94 -1.14 -2.34  -0.926
O -0.09 -2.35 -0.64  0.572
O 2.60 2.18 0.70  -0.385
H 2.81 1.18 -1.42  1.029
H -0.53 -1.18 1.61  0.907
C -4.72 0.54 0.02  -0.643
C -3.27 1.00 0.25  -0.067
O -2.61 0.51 1.39  -0.520
O -5.21 0.99 -1.29  -0.571
H -5.42 0.97 0.73  0.318
H -4.88 -0.53 0.01  0.434
H -3.33 2.09 0.20  0.172
H -2.65 0.74 -0.61  0.246
H -1.76 0.26 1.01  0.227
H -4.66 0.58 -1.97  0.296
C -0.79 4.09 0.15  0.888
C -0.95 4.89 1.46  -0.681
O 0.19 5.18 2.24  -0.453
O 0.04 4.78 -0.84  -0.649
H -1.59 3.43 -0.18  0.156
H -0.05 3.33 0.39  -0.663
H -1.67 4.49 2.18  0.321
H -1.28 5.87 1.11  0.319
H 0.52 4.43 2.73  0.301
H 0.10 4.19 -1.60  0.430
C 1.34 2.91 5.56  -0.466
C 2.35 1.94 6.23  -0.265
O 3.60 2.54 6.54  -0.532
O 1.68 3.15 4.16  -0.499
H 1.33 3.88 6.07  0.319
H 0.38 2.40 5.63  0.299
H 2.55 1.21 5.44  0.143
H 1.93 1.38 7.06  0.400
H 4.24 1.85 6.73  0.302
H 1.45 2.40 3.60  0.305
C 2.03 -6.12 -1.23  -0.554
C 1.43 -5.05 -2.05  0.258
O 0.00 -5.08 -1.82  -0.486
O 2.23 -5.78 0.14  -0.552
H 2.99 -6.32 -1.71  0.378
H 1.40 -7.02 -1.23  0.290
H 1.61 -5.27 -3.11  0.379
H 1.76 -4.03 -1.91  -0.226
H -0.24 -4.65 -1.00  0.110
H 1.37 -5.78 0.56  0.311
C 0.30 2.84 -3.82  -0.608
C 0.83 1.58 -4.51  -0.039
O 2.17 1.31 -4.10  -0.551
O 0.04 2.66 -2.54  -0.225
H -0.68 3.14 -4.21  0.420
H 1.03 3.64 -3.89  0.239
H 0.83 1.56 -5.60  0.465
H 0.21 0.72 -4.27  -0.171
H 2.21 0.42 -3.75  0.342
H 0.77 2.10 -2.25  0.142
C -2.86 -1.77 4.42  -0.407
C -4.30 -1.43 4.23  -0.328
O -4.45 -1.17 2.81  -0.488
O -2.44 -3.06 4.01  -0.568
H -2.59 -1.68 5.47  0.421
H -2.22 -0.97 4.03  0.097
H -4.61 -0.45 4.60  0.301
H -4.93 -2.23 4.61  0.282
H -3.65 -0.81 2.42  0.381
H -2.52 -3.18 3.06  0.460
C 3.71 5.04 -1.07  -0.147
C 4.88 4.37 -1.74  -0.490
O 4.97 3.02 -1.23  -0.419
O 3.78 4.93 0.36  -0.510
H 2.80 4.58 -1.45  0.053
H 3.70 6.10 -1.32  0.537
H 5.89 4.76 -1.62  0.387
H 4.64 4.37 -2.80  0.359
H 5.59 2.56 -1.81  0.226
H 3.32 5.70 0.70  0.317
C -0.86 -2.03 -4.12  -0.042
C -1.61 -3.38 -4.36  -0.608
O -3.04 -3.07 -4.70  -0.551
O -1.31 -1.55 -2.82  -0.398
H -0.94 -1.43 -5.02  0.345
H 0.15 -2.20 -3.73  -0.002
H -1.69 -3.82 -3.37  0.144
H -1.19 -4.11 -5.06  0.351
H -3.52 -3.26 -3.89  0.324
H -0.63 -1.71 -2.16  -0.153
C -2.97 -3.85 0.51  -0.148
C -4.35 -4.30 1.08  -0.763
O -5.33 -3.27 0.95  -0.585
O -2.06 -3.23 1.32  -0.347
H -3.12 -3.23 -0.37  0.318
H -2.44 -4.67 0.02  0.327
H -4.17 -4.52 2.13  0.303
H -4.60 -5.31 0.75  0.424
H -4.98 -2.54 1.47  0.298
H -1.48 -2.88 0.64  0.105

=====

(4)
# C30H60Br5F2N4

A 3-piece molecular cluster, C30H60Br5F2N4 overall (the ωB97M-V functional and the def2-TZVPD basis, the Open Molecules 2025 dataset).

## Properties
gap between HOMO and LUMO = 0.30621 hartree
total charge = +1
lowest unoccupied orbital energy = -3.486 eV
E = -393672.169 eV

Each line ends with the Mulliken charge.
CARTESIAN COORDINATES (ANGSTROEM)
C -2.60 3.95 1.87  -0.434
C -1.85 4.07 3.35  -0.467
C -0.23 3.67 3.27  -0.738
C -0.10 2.05 2.87  0.547
C 0.86 1.82 1.52  0.663
C 0.08 1.13 0.27  0.610
C 0.31 1.81 -1.20  -0.586
C 1.61 2.75 -1.40  -0.995
C 3.07 2.02 -1.30  0.096
C 3.52 1.27 -2.72  0.326
F 4.75 1.85 -3.31  -0.378
N 0.32 0.80 -2.37  0.225
C -0.67 -0.32 -2.14  -0.372
N -1.60 -0.70 -3.12  0.545
N -1.68 -0.13 -4.38  -0.675
C -0.48 -0.66 -5.16  -0.033
C -0.70 -0.75 -6.78  -0.449
C -0.92 -2.37 -7.13  -0.812
C -2.63 -1.81 -2.85  -0.029
F -3.73 -1.26 -2.02  -0.387
C -3.36 -2.32 -4.27  -0.141
C -4.54 -3.43 -3.87  -1.000
N -0.72 -1.10 -0.86  0.239
C 0.23 -0.54 0.22  -1.063
C 1.78 -1.02 -0.11  0.306
C 2.01 -2.64 -0.14  -0.323
C 2.75 -3.02 -1.60  -0.918
Br 3.38 -3.21 1.26  -0.109
C -0.31 -1.29 1.58  -0.056
C -1.89 -0.91 1.97  0.238
C 0.69 -1.26 2.87  -0.003
C 0.69 -2.80 3.52  -0.322
C 1.89 -3.03 4.62  -1.025
H -1.78 3.99 1.03  0.007
H -3.05 2.85 1.83  0.070
H -3.48 4.71 1.72  0.347
H -2.34 3.33 4.14  0.118
H -2.01 5.20 3.70  0.382
H 0.30 3.88 4.32  0.264
H 0.22 4.38 2.46  0.255
H -1.20 1.69 2.71  -0.532
H 0.44 1.56 3.80  0.224
H 1.79 1.11 1.78  -1.148
H 1.32 2.88 1.32  0.290
H -1.08 1.29 0.50  0.151
H -0.64 2.50 -1.44  0.260
H 1.55 3.21 -2.50  0.554
H 1.55 3.70 -0.68  0.345
H 3.87 2.90 -1.19  0.399
H 3.23 1.34 -0.35  -0.223
H 3.73 0.11 -2.53  0.035
H 2.66 1.38 -3.54  -0.089
H 0.11 1.39 -3.20  0.573
H -1.69 0.92 -4.34  0.355
H -0.08 -1.66 -4.67  0.207
H 0.39 0.14 -4.98  -0.124
H 0.36 -0.48 -7.27  0.294
H -1.55 -0.07 -7.21  0.324
H -2.09 -2.54 -7.02  0.144
H -0.63 -2.64 -8.23  0.344
H -0.32 -3.04 -6.36  0.234
H -2.13 -2.78 -2.40  0.178
H -3.92 -1.45 -4.82  0.409
H -2.55 -2.87 -4.91  -0.014
H -5.59 -2.87 -4.00  0.260
H -4.36 -3.84 -2.79  0.313
H -4.55 -4.32 -4.64  0.324
H -0.59 -2.13 -0.98  0.682
H 2.18 -0.62 -1.16  -0.815
H 2.57 -0.59 0.67  0.467
H 1.04 -3.29 -0.12  0.458
H 2.52 -4.17 -1.75  0.373
H 3.89 -2.76 -1.60  0.308
H 2.13 -2.46 -2.43  0.148
H -0.39 -2.45 1.28  0.390
H -2.52 -1.92 2.09  0.323
H -2.43 -0.33 1.07  0.065
H -1.99 -0.34 2.99  -0.921
H 1.78 -0.87 2.67  0.102
H 0.15 -0.60 3.70  0.125
H -0.40 -2.99 3.97  0.124
H 0.82 -3.61 2.67  0.253
H 1.84 -2.26 5.51  0.272
H 1.75 -4.10 5.11  0.340
H 2.96 -2.99 4.16  0.183
Br 7.02 4.11 3.56  -0.142
C 6.05 4.23 1.87  -0.672
C 4.57 3.96 2.07  -0.568
Br 4.22 2.06 2.30  -0.045
H 6.52 3.53 1.18  0.365
H 6.21 5.25 1.52  0.430
H 4.00 4.25 1.18  0.190
H 4.15 4.47 2.95  0.502
Br -2.81 0.17 5.20  -0.122
C -3.83 -1.43 4.75  -0.382
C -4.97 -1.64 5.72  -0.720
Br -4.34 -2.36 7.42  -0.142
H -3.12 -2.27 4.73  0.284
H -4.20 -1.26 3.74  0.329
H -5.67 -2.39 5.33  0.405
H -5.52 -0.73 5.94  0.402

=====

(5)
# C3H5NO

C3H5NO as an isolated structure (the ωB97M-V functional and the def2-TZVPD basis, the Open Molecules 2025 dataset).

## Properties
gap between HOMO and LUMO = 0.33096 hartree
total charge = 0
lowest unoccupied orbital energy = -0.427 eV
E = -6725.601 eV

Each line ends with the Mulliken charge.
CARTESIAN COORDINATES (ANGSTROEM)
O 0.03 -2.07 -0.33  -0.572
C -0.09 -0.86 -0.33  0.336
C 1.02 0.19 -0.17  -0.218
C 0.13 1.19 0.51  -0.479
N -1.26 -0.15 -0.32  -0.351
H 1.83 -0.25 0.42  0.257
H 1.40 0.53 -1.14  0.227
H 0.11 1.04 1.61  0.152
H -1.04 1.01 -0.18  0.430
H -2.12 -0.64 -0.07  0.218

=====

Question: Which formula does entry 2 have?
Answer: C2H7N3O

=====

Question: Among the records above, which one has the lowest E?
Answer: C30H60Br5F2N4